An isolated ion of composition C25H36N3O3 and charge +1, computed with ωB97M-V/def2-TZVPD.

Each line ends with the Löwdin charge.
Geometry (Å):
C (4.966914, -0.135702, -2.291160)  -0.0647
C (6.179318, -0.074570, -1.351854)  -0.2248
N (6.252551, -1.055373, -0.290185)  -0.2002
C (6.817778, -2.348968, -0.599999)  -0.2448
C (5.906767, -3.361348, -1.306500)  -0.0806
C (5.156602, -1.064754, 0.646528)  -0.1740
C (5.157338, 0.198490, 1.525897)  -0.1482
O (4.632377, 1.341959, 0.880176)  -0.0476
C (3.311235, 1.444447, 0.641862)  -0.2611
C (2.931196, 2.554125, -0.129002)  0.0190
C (1.610343, 2.806805, -0.439355)  0.0060
C (0.638448, 1.935765, 0.025403)  -0.1222
C (1.015231, 0.820290, 0.797906)  -0.0972
C (2.333150, 0.560428, 1.112246)  0.0634
C (-0.187154, 0.064267, 1.155516)  -0.1692
N (-0.131911, -1.032056, 1.800088)  0.0938
O (-1.328494, -1.702950, 2.046218)  -0.0493
C (-1.314067, 0.815840, 0.587659)  -0.0710
C (-2.668824, 0.577218, 0.655008)  0.0586
C (-3.530192, 1.458546, 0.002503)  -0.2495
O (-4.901030, 1.181068, 0.111550)  -0.0890
C (-5.621222, 1.066762, -1.090113)  -0.1505
C (-5.211036, -0.242159, -1.796699)  -0.0739
N (-5.094235, -1.302219, -0.767943)  -0.1173
C (-6.420200, -1.818413, -0.309062)  -0.1545
C (-6.615399, -1.579859, 1.179129)  -0.0392
C (-4.144316, -2.376056, -1.154484)  -0.1618
C (-3.735298, -3.240958, 0.025316)  -0.0453
C (-3.042097, 2.559108, -0.686066)  0.0080
C (-1.676689, 2.806020, -0.739941)  0.0199
C (-0.807156, 1.934889, -0.108903)  -0.0991
H (4.897308, -1.096326, -2.793171)  0.0554
H (4.039395, 0.043633, -1.751223)  0.0544
H (5.068576, 0.638936, -3.046922)  0.0745
H (6.194706, 0.913870, -0.882647)  0.1076
H (7.091709, -0.175294, -1.943623)  0.1173
H (7.705889, -2.179127, -1.212898)  0.1141
H (7.150588, -2.786046, 0.348293)  0.1131
H (4.977499, -3.494090, -0.756997)  0.0653
H (6.412617, -4.321875, -1.362450)  0.0703
H (5.672329, -3.043850, -2.318507)  0.0543
H (4.171844, -1.158287, 0.159703)  0.1122
H (5.290181, -1.924144, 1.307302)  0.1300
H (6.189752, 0.464755, 1.761197)  0.1381
H (4.617836, 0.008419, 2.460763)  0.1221
H (3.713895, 3.212050, -0.471220)  0.1253
H (1.347390, 3.668719, -1.032613)  0.1170
H (2.572387, -0.299808, 1.714959)  0.1168
H (-1.057620, -2.444152, 2.608071)  0.1087
H (-3.057196, -0.241875, 1.242285)  0.1098
H (-6.674387, 1.055318, -0.800387)  0.1361
H (-5.454995, 1.911381, -1.764308)  0.1322
H (-4.230330, -0.096710, -2.255818)  0.1376
H (-5.923620, -0.527838, -2.569677)  0.1466
H (-4.691223, -0.792682, 0.046943)  0.1321
H (-6.481991, -2.882407, -0.540672)  0.1318
H (-7.207169, -1.311041, -0.867997)  0.1301
H (-5.884760, -2.125453, 1.770508)  0.0825
H (-7.604322, -1.918862, 1.474644)  0.0947
H (-6.538234, -0.521062, 1.415784)  0.0839
H (-3.249982, -1.903674, -1.566273)  0.1345
H (-4.610885, -2.976106, -1.939176)  0.1412
H (-4.580086, -3.753624, 0.475464)  0.0787
H (-3.223561, -2.650651, 0.782296)  0.0586
H (-3.039137, -3.997950, -0.324957)  0.0968
H (-3.727384, 3.242629, -1.164239)  0.1214
H (-1.308448, 3.674078, -1.263014)  0.1215

Forces on atoms 1 to 3 (eV/Å):
C 0.22 -0.04 0.21
C -0.07 0.14 -0.12
N 0.10 0.00 0.14

Summary:
Lowest unoccupied orbital energy, eV: -2.667
Charge: +1
Multiplicity: 1
F_max, eV Å⁻¹: 0.9
Calculated total energy, a.u.: -1363.92252



C25H37BrIrN8O3 as an isolated structure, computed with ωB97M-V/def2-TZVPD.

Each line ends with the Löwdin charge.
Geometry (Å):
Ir (-0.361374, 1.118403, 0.186364)  1.4209
C (-0.890609, 1.482317, 4.443929)  -0.0345
N (0.078717, 0.954439, 3.492649)  -0.1246
C (1.179592, 1.852321, 3.149322)  -0.0183
C (-0.171166, -0.171876, 2.799924)  -0.3687
N (0.169549, -0.297859, 1.518010)  -0.0085
C (0.737029, -1.489995, 1.020071)  -0.2404
C (1.499250, -2.384835, 1.758511)  -0.0154
C (2.117158, -3.443358, 1.112732)  -0.0632
C (2.005244, -3.589845, -0.264370)  -0.0665
C (1.261860, -2.683404, -1.004517)  -0.0231
C (0.612252, -1.644901, -0.350241)  -0.2365
N (-0.101990, -0.586323, -0.964324)  -0.0032
C (-0.777480, -0.780358, -2.085423)  -0.3658
N (-1.337527, -1.983860, -2.382150)  -0.1436
C (-1.799071, -2.883977, -1.342552)  -0.0247
C (-1.305553, -2.532212, -3.727617)  -0.0380
N (-0.993117, 0.227139, -2.952902)  -0.1344
C (-2.195528, 0.297131, -3.768278)  -0.0363
C (-0.059540, 1.330922, -3.118845)  -0.0286
N (-0.756270, -1.192649, 3.465929)  -0.1285
C (-0.501352, -1.440915, 4.877517)  -0.0334
C (-1.579236, -2.177197, 2.784337)  -0.0233
H (-1.112370, 2.518028, 4.178697)  0.0933
H (-0.502583, 1.465232, 5.464097)  0.0970
H (-1.812414, 0.906728, 4.403394)  0.0933
H (1.552225, 2.280177, 4.080420)  0.1006
H (0.862375, 2.659761, 2.491623)  0.0683
H (1.968906, 1.292779, 2.655615)  0.0852
H (1.647029, -2.230234, 2.819845)  0.1226
H (2.722081, -4.135143, 1.683082)  0.1096
H (2.523551, -4.394092, -0.768693)  0.1092
H (1.216151, -2.766864, -2.083506)  0.1199
H (-1.895622, -2.339123, -0.406239)  0.0811
H (-1.114152, -3.722756, -1.193074)  0.0951
H (-2.777285, -3.275573, -1.629151)  0.1002
H (-0.767780, -1.861056, -4.392442)  0.0943
H (-2.311363, -2.695154, -4.121305)  0.0967
H (-0.782571, -3.491936, -3.711348)  0.0981
H (-2.952892, -0.380521, -3.382713)  0.0958
H (-1.993887, 0.050365, -4.813080)  0.0951
H (-2.579626, 1.317941, -3.732508)  0.0943
H (0.183365, 1.438973, -4.178360)  0.1047
H (0.848074, 1.134788, -2.560219)  0.0650
H (-0.493167, 2.270671, -2.765616)  0.0909
H (0.355436, -0.858476, 5.206669)  0.0988
H (-0.274971, -2.499998, 5.010915)  0.1000
H (-1.364538, -1.190594, 5.497777)  0.0945
H (-1.972702, -1.744951, 1.866515)  0.0728
H (-2.409506, -2.441356, 3.440164)  0.0994
H (-1.017718, -3.082316, 2.541286)  0.0957
N (-4.445721, 1.319685, 0.896054)  0.2138
C (-3.167667, 1.530083, 0.597174)  -0.4937
O (-2.366892, 0.563469, 0.595850)  -0.1080
C (-2.682996, 2.899185, 0.235794)  -0.1935
C (-1.193102, 3.012628, 0.607478)  -0.2878
H (-4.761399, 0.391147, 1.126142)  0.1290
H (-5.098505, 2.082269, 0.933224)  0.1251
H (-3.319182, 3.664865, 0.689015)  0.1177
H (-2.821447, 2.985739, -0.848151)  0.1207
H (-1.120668, 3.154330, 1.691318)  0.0302
H (-0.729222, 3.888357, 0.154959)  0.0543
Br (4.076723, 4.308431, -4.343940)  0.7547
C (4.161574, 2.762491, -3.264123)  -0.6702
C (5.050371, 1.743911, -3.581447)  -0.1787
N (5.144591, 0.627897, -2.866517)  0.0837
C (4.355441, 0.500404, -1.804117)  -0.0707
C (3.428978, 1.464415, -1.419158)  -0.1212
C (3.329341, 2.626544, -2.170855)  -0.0644
C (2.528533, 1.173588, -0.256569)  -0.5693
O (2.848663, 0.359256, 0.585567)  0.0745
O (1.440951, 1.912135, -0.238671)  -0.2246
H (5.701735, 1.836243, -4.442555)  0.1059
H (4.444425, -0.410382, -1.223913)  0.1227
H (2.620592, 3.398930, -1.902508)  0.1170

Forces on atoms 1 to 3 (eV/Å):
Ir -0.17 0.34 0.20
C 0.07 -0.02 0.01
N -0.24 0.20 -0.24

Summary:
Lowest unoccupied orbital energy, eV: -2.915
Charge: +1
Multiplicity: 1
F_max, eV Å⁻¹: 0.6
Calculated total energy, a.u.: -4316.77840



C25H37Cl2GaNO5SSi as an isolated structure, computed with ωB97M-V/def2-TZVPD.

Each line ends with the Löwdin charge.
Geometry (Å):
Ga (0.362330, -0.018825, -1.875920)  0.2079
Cl (1.986801, -5.743849, -5.886965)  0.7147
C (1.307286, -4.451168, -4.963602)  -0.6542
C (0.019659, -4.594810, -4.427161)  -0.0770
C (-0.540113, -3.595848, -3.670665)  -0.5649
Cl (-2.126880, -3.779701, -3.023866)  0.7562
C (0.163857, -2.406240, -3.399698)  -0.3090
O (-0.401245, -1.485607, -2.660836)  -0.0712
C (1.446524, -2.266841, -3.976982)  -0.1149
C (2.197800, -1.067478, -3.826192)  -0.0820
O (1.857245, -0.049072, -3.188411)  -0.0211
C (2.007632, -3.301655, -4.754503)  -0.0415
H (-0.539733, -5.501605, -4.615368)  0.1203
H (3.166797, -1.022605, -4.331992)  0.1551
H (2.994204, -3.175802, -5.185353)  0.1264
C (2.501466, -2.555915, 3.810379)  -0.0233
C (2.513719, -1.718860, 2.544335)  -0.6295
C (2.828096, -2.576010, 1.329263)  -0.0252
C (3.491824, -0.560963, 2.680960)  -0.0299
O (1.160921, -1.226964, 2.380409)  -0.1350
Si (0.432221, 0.106352, 1.876429)  -0.0401
S (1.302856, 0.670537, -0.083411)  0.5880
O (-1.149121, -0.104673, 1.673643)  -0.1382
C (-2.077799, -1.174332, 1.988697)  -0.6255
C (-1.872865, -1.635248, 3.425128)  -0.0152
C (-1.840088, -2.312290, 1.006948)  -0.0153
C (-3.461183, -0.573843, 1.820394)  -0.0224
O (0.843254, 1.389541, 2.748038)  -0.1380
C (0.290582, 2.701160, 3.006865)  -0.6309
C (-0.870222, 2.527718, 3.975937)  -0.0193
C (1.418104, 3.500448, 3.633021)  -0.0220
C (-0.184090, 3.350387, 1.715398)  -0.0452
H (3.495115, -2.970716, 3.990212)  0.0943
H (1.792006, -3.380806, 3.721287)  0.0902
H (2.222413, -1.940558, 4.667651)  0.0942
H (3.823512, -3.015282, 1.420171)  0.0952
H (2.791484, -1.969486, 0.422928)  0.0622
H (2.097556, -3.383063, 1.244207)  0.0898
H (4.500904, -0.943053, 2.840109)  0.0970
H (3.214223, 0.064185, 3.531966)  0.0918
H (3.492561, 0.060262, 1.781543)  0.0654
H (-0.860540, -2.013946, 3.571318)  0.0768
H (-2.581428, -2.430697, 3.662093)  0.0984
H (-2.041937, -0.805729, 4.116343)  0.0935
H (-0.842287, -2.731065, 1.158590)  0.0869
H (-1.916097, -1.947712, -0.021064)  0.0744
H (-2.576593, -3.104339, 1.150640)  0.0976
H (-3.615022, 0.223867, 2.548895)  0.0873
H (-4.223996, -1.338306, 1.979853)  0.0960
H (-3.581764, -0.159940, 0.816894)  0.0808
H (-0.538354, 1.984090, 4.862848)  0.0966
H (-1.674724, 1.962668, 3.498974)  0.0751
H (-1.258697, 3.499372, 4.286167)  0.0944
H (1.778717, 2.997608, 4.531725)  0.0927
H (1.071297, 4.499610, 3.904440)  0.0937
H (2.246865, 3.594303, 2.928899)  0.0919
H (-0.966085, 2.744525, 1.248629)  0.0770
H (0.642189, 3.456414, 1.010232)  0.0733
H (-0.589814, 4.339238, 1.935233)  0.0950
C (-2.771091, 4.826289, -4.349517)  -0.0205
C (-2.037559, 3.635466, -3.813336)  -0.2249
C (-0.693209, 3.413983, -4.096246)  0.0185
C (-0.046938, 2.323775, -3.556960)  -0.0627
N (-0.680856, 1.447903, -2.762924)  0.0008
C (-1.981774, 1.641359, -2.485943)  -0.0622
C (-2.680231, 2.709921, -2.990387)  0.0140
H (-2.132110, 5.442712, -4.977247)  0.0857
H (-3.143204, 5.437515, -3.525765)  0.0990
H (-3.637588, 4.512687, -4.933131)  0.0980
H (-0.144767, 4.094454, -4.734075)  0.1282
H (1.001202, 2.135741, -3.746314)  0.1236
H (-2.456407, 0.911548, -1.842503)  0.1308
H (-3.726800, 2.829269, -2.741360)  0.1324

Forces on atoms 1 to 3 (eV/Å):
Ga 0.23 0.15 -0.45
Cl -0.04 0.03 0.00
C -0.03 -0.13 -0.03

Summary:
Lowest unoccupied orbital energy, eV: -3.786
Charge: +1
Multiplicity: 1
F_max, eV Å⁻¹: 0.8
Calculated total energy, a.u.: -4938.73031



One molecule with the formula C25H37ClN4O2 in a non-equilibrium geometry, computed with ωB97M-V/def2-TZVPD.

Each line ends with the Löwdin charge.
Geometry (Å):
C (5.647608, 0.650898, -1.143606)  -0.1081
C (4.341978, 1.325536, -1.544842)  -0.2375
C (3.383769, 1.419160, -0.355866)  -0.2149
N (2.252280, 2.279574, -0.629753)  -0.1773
C (1.378321, 1.880645, -1.711156)  -0.1893
C (0.869054, 0.432516, -1.701975)  -0.2364
C (-0.088824, 0.180314, -2.858490)  -0.0898
C (1.649676, 2.876167, 0.534257)  -0.1706
C (1.031970, 1.951066, 1.610566)  -0.1356
N (-0.309591, 1.501036, 1.298556)  0.0835
C (-1.363917, 2.346009, 1.334869)  -0.4710
O (-1.239552, 3.544108, 1.493599)  0.0687
C (-2.727014, 1.682898, 1.168973)  -0.2254
C (-2.885273, 1.006141, -0.195787)  -0.1233
C (-4.257972, 0.320200, -0.288051)  -0.1639
N (-4.553428, -0.582938, 0.803525)  -0.1663
C (-4.058798, -1.939132, 0.671800)  -0.1134
C (-2.641067, -2.144415, 0.229136)  -0.2115
N (-1.554819, -1.925861, 1.032864)  0.1928
C (-0.510958, -2.242182, 0.319428)  -0.2995
C (0.870701, -2.158572, 0.735805)  -0.1502
C (1.896915, -2.532542, -0.132528)  -0.0177
C (3.215401, -2.426314, 0.260682)  -0.1024
C (3.515104, -1.943797, 1.527434)  -0.6775
Cl (5.164184, -1.793334, 2.014705)  0.6942
C (2.504399, -1.579913, 2.407076)  -0.1003
C (1.186554, -1.689085, 2.011634)  -0.0243
O (-0.833320, -2.663871, -0.920293)  0.1120
C (-2.188412, -2.599868, -0.981674)  -0.2450
C (-2.862932, -2.983698, -2.244916)  0.0058
C (-4.381006, 0.059702, 2.088414)  -0.1778
C (-2.989594, 0.666760, 2.285349)  -0.1306
H (5.456661, -0.344243, -0.747975)  0.0430
H (6.156911, 1.228728, -0.375711)  0.0736
H (6.310781, 0.559486, -2.000634)  0.0693
H (3.878831, 0.759149, -2.353970)  0.0991
H (4.542033, 2.333696, -1.910285)  0.1145
H (3.924722, 1.863207, 0.484794)  0.1276
H (3.087883, 0.399855, -0.053298)  0.1006
H (0.519960, 2.556286, -1.700251)  0.1244
H (1.914831, 2.047933, -2.653141)  0.1163
H (0.365681, 0.232082, -0.756060)  0.0775
H (1.713472, -0.254477, -1.781131)  0.0932
H (0.399471, 0.385957, -3.808837)  0.0762
H (-0.964455, 0.821388, -2.779219)  0.0675
H (-0.416499, -0.857119, -2.861247)  0.0544
H (2.431742, 3.459914, 1.031880)  0.1192
H (0.875789, 3.572740, 0.209409)  0.1127
H (1.661688, 1.074206, 1.763778)  0.0972
H (0.988529, 2.528822, 2.540536)  0.1235
H (-0.480303, 0.509331, 1.258553)  0.0921
H (-3.468470, 2.486460, 1.246295)  0.1507
H (-2.095072, 0.270186, -0.341480)  0.0877
H (-2.801187, 1.750059, -0.990627)  0.1234
H (-5.034811, 1.093633, -0.281064)  0.1244
H (-4.338379, -0.233545, -1.226562)  0.1201
H (-4.190191, -2.430409, 1.638898)  0.1285
H (-4.702095, -2.446838, -0.058252)  0.1188
H (1.651691, -2.904202, -1.115355)  0.1237
H (4.010982, -2.712625, -0.409245)  0.1095
H (2.753128, -1.213449, 3.390573)  0.1110
H (0.387330, -1.419830, 2.684451)  0.1193
H (-3.919697, -3.158560, -2.065957)  0.0804
H (-2.409479, -3.887154, -2.648386)  0.0895
H (-2.759881, -2.191863, -2.988170)  0.0848
H (-5.134180, 0.853798, 2.150278)  0.1234
H (-4.592401, -0.668378, 2.874275)  0.1180
H (-2.932012, 1.157607, 3.258413)  0.1247
H (-2.254464, -0.139024, 2.255000)  0.0831

Forces on atoms 1 to 3 (eV/Å):
C -0.19 0.07 -0.17
C 0.02 -0.10 0.34
C 0.03 0.14 -0.35

Summary:
Lowest unoccupied orbital energy, eV: 0.012
Multiplicity: 1
F_max, eV Å⁻¹: 1.2
Calculated total energy, a.u.: -1804.55920



> Which of these has the lowest F_max?

C25H37BrIrN8O3



> What is the multiplicity in the second record?

1